{"formula": "C31H37AsIrPS4", "method": "ωB97M-V/def2-TZVPD", "total_charge": 3, "spin_multiplicity": 6, "lumo_energy_ev": [-8.30, -11.47], "e_homo_ev": [-15.023, -16.389], "de_lowest_kcal_mol": 7.1, "total_energy_ha": -5476.643987, "elements": ["C", "C", "C", "C", "H", "H", "H", "H", "C", "C", "H", "H", "C", "H", "C", "H", "C", "Ir", "C", "H", "H", "C", "C", "C", "C", "C", "C", "S", "H", "C", "H", "As", "S", "H", "C", "C", "S", "C", "H", "C", "H", "C", "H", "H", "C", "H", "H", "P", "H", "H", "H", "H", "C", "H", "H", "H", "C", "H", "H", "S", "H", "C", "C", "C", "H", "C", "H", "H", "H", "H", "C", "H", "C", "H", "H"], "coordinates": [[-0.034, 2.235, -3.922], [-2.323, 1.279, 3.718], [-1.472, 3.251, -1.752], [-5.023, -1.892, -2.566], [1.899, 3.842, -2.590], [-2.801, 1.641, 0.389], [2.448, 1.264, 4.899], [0.298, 3.243, -3.687], [2.366, 3.315, -1.764], [-6.067, -1.875, -1.650], [0.440, -6.029, 0.600], [4.218, -1.529, 2.148], [-4.554, -1.182, 0.090], [0.135, 4.724, -1.828], [-5.830, -1.523, -0.327], [5.059, 2.552, 2.569], [3.143, 0.530, 4.498], [0.395, 0.429, -0.676], [-3.742, -1.558, -2.161], [4.124, 0.662, 4.955], [-0.662, 4.580, -0.276], [3.101, 2.077, -2.241], [0.291, -2.707, -0.223], [-2.474, 1.210, 1.328], [4.016, 2.531, 2.253], [-0.298, 4.011, -1.131], [2.482, -1.937, -0.910], [-1.098, 1.663, -2.549], [-0.680, 2.291, -4.799], [-1.080, -2.519, 0.037], [3.960, 2.766, 1.193], [3.302, 0.767, 2.596], [2.084, 0.680, -2.814], [-4.382, -0.902, 1.121], [-1.622, -0.703, 2.540], [-3.502, -1.215, -0.830], [1.083, 3.001, -0.485], [1.131, -1.641, -0.661], [-7.069, -2.126, -1.969], [2.187, -4.250, -0.323], [3.151, -1.161, -1.257], [1.128, 1.305, -4.228], [2.773, -0.472, 4.707], [-2.928, -3.394, 0.709], [-1.875, -3.561, 0.519], [2.582, -5.254, -0.222], [3.698, 1.640, -1.439], [-1.797, -0.878, -0.293], [-1.587, -0.501, 4.666], [0.778, 0.389, -4.705], [-1.235, -1.714, 2.554], [-5.212, -2.160, -3.597], [0.830, -4.013, -0.031], [1.828, 1.789, -4.910], [-2.214, 3.004, -0.998], [5.531, -0.350, 2.366], [-2.657, 1.894, 2.517], [4.653, -0.418, 0.824], [4.048, -3.398, -0.976], [1.304, 0.521, 1.812], [-3.073, 2.893, 2.511], [3.005, -3.210, -0.752], [-1.329, -4.816, 0.747], [4.560, -0.526, 1.902], [3.086, 3.993, -1.305], [-1.957, -0.092, 1.332], [-2.928, -1.562, -2.878], [-1.948, -5.612, 1.139], [-2.480, 1.803, 4.651], [-6.641, -1.514, 0.388], [-1.819, -0.016, 3.727], [3.777, 2.346, -3.054], [0.009, -5.045, 0.455], [-1.958, 3.874, -2.504], [3.446, 3.262, 2.823]], "mulliken_charge": [-0.79, -0.67, -0.56, -0.77, 0.48, 0.56, 0.37, 0.36, -0.91, -0.55, 0.48, 0.34, -0.16, 0.50, -0.77, 0.44, -1.05, 0.09, -0.49, 0.43, 0.53, -0.75, 0.34, -0.33, -0.91, -1.01, -0.15, 0.10, 0.60, 0.37, 0.16, 0.53, 0.07, 0.40, -0.58, 0.63, 0.12, 0.10, 0.44, -0.63, 0.46, -1.01, 0.36, 0.60, -0.32, 0.49, 0.13, 1.14, 0.49, 0.49, 0.43, 0.45, 0.55, 0.52, 0.21, 0.47, -0.87, 0.28, 0.50, -0.24, 0.50, -1.29, -1.02, -1.00, 0.64, 0.69, 0.36, 0.48, 0.46, 0.46, -0.75, 0.65, -0.71, 0.61, 0.38]}

{"formula": "C31H37AuPSb2", "method": "ωB97M-V/def2-TZVPD", "total_charge": 1, "lumo_energy_ev": -4.89, "e_homo_ev": -10.423, "de_lowest_kcal_mol": 50.4, "total_energy_ha": -2160.667220, "elements": ["H", "H", "C", "H", "C", "C", "H", "H", "C", "P", "H", "C", "C", "C", "C", "C", "H", "H", "C", "H", "C", "H", "H", "C", "H", "Sb", "H", "H", "C", "C", "H", "C", "H", "H", "C", "Au", "C", "H", "C", "C", "H", "Sb", "H", "H", "H", "H", "C", "H", "H", "C", "H", "H", "C", "C", "H", "H", "H", "C", "H", "C", "H", "C", "C", "C", "C", "H", "H", "C", "H", "H", "H", "C"], "coordinates": [[-2.202, 0.741, 2.763], [-1.673, -4.397, 0.166], [-2.493, -2.022, -1.746], [2.129, -1.921, -2.985], [4.074, -1.393, -2.273], [0.370, 0.884, -4.307], [-1.493, 4.790, 0.292], [1.399, -0.196, 5.566], [2.740, -1.154, -2.529], [0.387, 0.281, -2.581], [-0.539, -3.903, 1.438], [-0.880, 1.021, -4.909], [-0.997, 1.580, -6.167], [-2.524, -2.087, 2.694], [1.508, 1.268, -5.012], [2.163, 0.076, -2.210], [0.049, 2.438, -7.825], [2.275, 2.121, -6.814], [-1.665, -3.207, 5.103], [-3.105, -4.076, 2.186], [-1.042, 3.971, -0.249], [1.658, -2.401, 1.554], [-1.851, -2.179, -2.600], [-0.821, 4.072, -1.604], [-3.358, -0.508, 1.503], [0.323, 1.041, 3.363], [5.896, -0.597, -1.469], [-3.128, -2.891, -1.582], [-0.157, 1.720, -0.241], [-1.548, -1.851, 4.886], [-3.782, -2.118, 0.921], [-3.018, -1.534, 1.426], [2.489, 1.140, -4.574], [0.187, 1.036, 6.019], [-2.648, -3.453, 2.939], [0.727, 0.011, 0.662], [4.289, 0.806, -1.330], [0.733, 3.543, 4.221], [0.139, 1.990, -6.848], [-0.329, 2.990, -2.301], [-1.970, 1.695, -6.618], [-1.333, -1.742, 0.023], [4.513, -2.342, -2.540], [4.888, 1.565, -0.846], [-1.168, -1.224, 5.681], [-1.767, 0.697, -4.379], [1.026, 0.803, 5.369], [-0.264, 3.631, 2.785], [-2.013, 0.685, 4.536], [-1.696, 0.252, 3.590], [-2.308, -5.081, 4.275], [-0.881, 2.770, 1.480], [-0.809, -3.778, 0.396], [1.389, 1.819, -6.276], [2.571, -1.771, 0.152], [-0.188, 3.069, -3.371], [-0.998, 3.201, 4.343], [4.851, -0.411, -1.667], [-1.343, -3.631, 6.039], [-0.119, 3.103, 3.711], [2.876, -1.135, 1.792], [2.144, -1.536, 1.115], [-2.213, -4.020, 4.117], [-0.020, 1.799, -1.643], [2.953, 1.060, -1.609], [-3.104, -1.139, -1.917], [-1.043, 4.991, -2.126], [-1.941, -1.246, 3.689], [2.526, 2.024, -1.372], [1.826, 1.517, 5.532], [0.026, -4.067, -0.232], [-0.692, 2.812, 0.424]], "mulliken_charge": [0.45, 0.45, -1.42, 0.39, -0.65, -0.15, 0.44, 0.36, -0.90, 0.57, 0.40, -0.05, -0.61, 0.67, -0.20, 0.19, 0.41, 0.42, -0.90, 0.50, -0.84, 0.42, 0.41, -0.74, 0.58, 0.59, 0.40, 0.54, -0.27, -0.65, 0.65, -1.64, 0.38, 0.38, -0.46, 0.62, -0.78, 0.43, -0.50, -0.33, 0.41, 0.89, 0.40, 0.44, 0.44, 0.33, -1.24, 0.39, 0.73, -1.69, 0.43, 0.16, -1.43, -0.81, 0.32, 0.36, 0.45, -0.45, 0.44, -1.18, 0.44, -1.50, -0.63, 0.98, 0.14, 0.42, 0.43, 0.92, 0.50, 0.40, 0.44, -0.49]}

{"formula": "C31H37Cl2N5O5SSeSiTi", "method": "ωB97M-V/def2-TZVPD", "total_charge": -1, "spin_multiplicity": 2, "lumo_energy_ev": [1.91, 1.98], "e_homo_ev": [-5.138, -5.243], "total_energy_ha": -6712.908969, "elements": ["C", "O", "C", "H", "Cl", "C", "N", "C", "C", "C", "Ti", "C", "C", "C", "C", "H", "H", "H", "H", "O", "H", "H", "C", "C", "O", "C", "H", "H", "H", "C", "H", "H", "C", "C", "C", "N", "C", "O", "H", "Se", "H", "Si", "C", "H", "H", "H", "C", "H", "H", "H", "H", "H", "C", "H", "C", "C", "H", "C", "H", "N", "S", "H", "C", "H", "C", "N", "H", "H", "H", "H", "H", "C", "O", "H", "H", "C", "C", "H", "C", "H", "Cl", "H", "N", "C"], "coordinates": [[1.189, -1.740, 3.780], [-2.898, -0.006, -1.236], [-2.567, -2.902, 0.267], [-4.616, 2.719, -2.158], [6.036, 5.790, 0.208], [2.038, -0.820, -4.665], [2.286, -0.781, 1.900], [1.481, 1.404, -4.003], [-3.555, 0.512, -3.438], [4.915, 1.423, 0.504], [2.514, -0.212, -0.241], [6.138, 1.846, 0.995], [-4.368, 0.540, 2.174], [-2.229, 0.263, 3.452], [-1.945, 2.010, -2.249], [-1.779, -4.243, -1.223], [6.815, 1.140, 1.448], [-2.505, -4.883, 1.135], [-2.183, 2.832, -2.928], [-2.213, 1.014, 1.149], [-3.814, 1.301, -4.150], [-4.412, -0.154, -3.319], [1.174, -1.062, 2.573], [-3.166, 1.108, -2.092], [-2.348, -1.583, 0.791], [5.628, 4.102, 0.323], [-4.036, 2.307, -0.530], [4.545, -2.146, 3.936], [0.993, 0.567, -5.923], [3.562, -1.867, 3.586], [-2.097, -0.769, 3.120], [1.078, 2.391, -4.182], [2.077, -3.636, -1.797], [2.593, -1.004, -3.409], [-2.987, 2.540, 2.762], [2.892, 1.740, -0.639], [1.453, 0.397, -4.957], [2.119, 3.400, -2.076], [-1.641, 2.432, -1.286], [2.746, -2.929, -0.249], [-4.691, -2.797, 0.660], [-1.906, -0.180, 0.062], [4.696, -0.647, 1.678], [-2.718, -0.067, -3.837], [0.255, -0.740, 2.103], [-4.236, -3.991, -0.575], [6.491, 3.190, 0.904], [3.726, 4.396, -0.634], [2.052, -1.631, -5.379], [3.038, -1.946, -3.135], [-1.252, 0.708, 3.657], [-4.860, 1.087, 1.366], [3.463, -1.182, 2.392], [-1.807, -2.542, -1.732], [-4.021, -2.993, -0.182], [4.400, 3.683, -0.183], [-4.952, 0.673, 3.089], [4.049, 2.346, -0.116], [-1.099, 1.448, -2.649], [1.670, -4.103, -2.776], [0.070, -0.158, -0.546], [-2.944, -3.590, 2.275], [2.315, 2.238, -1.770], [0.259, -1.936, 4.299], [-2.949, 1.068, 2.374], [2.588, -0.053, -2.480], [-0.586, -3.101, -0.583], [-5.192, 1.238, -1.356], [-4.214, -2.253, -0.962], [-2.810, 0.264, 4.378], [-1.258, -3.772, 1.740], [2.061, 1.140, -2.784], [5.797, -0.817, 2.168], [-3.480, 2.671, 3.729], [-3.532, 3.113, 2.008], [-4.329, 1.895, -1.498], [2.403, -2.158, 4.290], [-1.970, 2.932, 2.824], [-2.303, -3.850, 1.429], [-4.347, -0.521, 1.915], [8.036, 3.682, 1.536], [2.448, -2.696, 5.229], [4.355, 0.126, 0.606], [-1.626, -3.214, -0.887]], "mulliken_charge": [-0.65, 0.36, 1.81, 0.45, -0.24, -0.90, 0.39, -0.43, -1.88, -0.02, -0.70, -0.83, -1.31, -1.36, -1.53, 0.57, 0.62, 0.43, 0.62, 0.10, 0.40, 0.37, -0.04, 2.00, 1.20, 0.11, 0.05, 0.52, 0.44, -0.54, 0.00, 0.49, 0.28, -0.54, -1.87, 0.41, -0.42, -0.73, 0.24, -0.08, 0.37, -2.75, -0.44, 0.35, 0.18, 0.48, 0.20, 0.63, 0.43, 0.78, 0.34, 0.24, 0.68, 0.17, -1.73, -0.65, 0.52, -0.09, 0.13, -0.71, 1.02, 0.34, -0.13, 0.45, 1.89, 0.51, 0.09, 0.37, 0.08, 0.54, 0.30, 0.61, -0.72, 0.40, 0.37, -1.56, -0.54, 0.36, -1.80, 0.05, -0.24, 0.41, 0.62, -1.34]}